Entry 1:
89
Properties=species:S:1:pos:R:3 method="wB97M-V/def2-TZVPD" homo_lumo_gap_ha="0.2625 / 0.2541" molar_mass_g_mol=760.2 spin_multiplicity=3 total_charge=-2 s2=2.01 e_tot_ha=-2874.6984
Pd 8.37773 7.88840 12.32639
S 13.74904 12.02913 8.74969
P 9.11886 8.01265 9.25869
O 15.19653 11.76394 8.77673
O 5.09105 5.98754 14.30844
O 13.39657 13.42164 8.67917
O 5.56673 9.73395 13.28604
O 12.99636 11.22852 7.81266
O 6.87009 6.79726 13.29154
O 7.77433 9.68000 13.31066
O 8.62442 8.00275 15.74472
N 10.38123 7.57064 8.22075
N 8.97650 9.64712 8.85890
N 7.73232 7.34830 8.55821
N 11.08770 9.85259 13.58646
N 9.37463 7.60260 10.74503
C 10.53452 6.21930 7.74801
C 7.98879 9.28973 15.99954
C 7.53138 7.73925 17.74816
C 7.52151 11.54421 9.36470
C 11.37418 11.59765 11.98288
C 11.97317 12.12065 10.86977
C 8.54466 11.30135 7.06693
C 7.08296 5.17645 7.01256
C 12.97487 9.80292 12.07326
C 11.29851 6.19939 6.40562
C 6.91097 6.37364 9.21700
C 7.56693 7.20886 16.28329
C 6.49090 6.52754 6.59939
C 6.62292 9.59765 13.84169
C 7.97779 12.25695 8.08611
C 11.66233 8.17969 8.52752
C 13.60528 10.43107 10.98767
C 13.12243 11.51763 10.32282
C 7.80961 9.25535 17.51028
C 6.98158 5.00094 8.54315
C 7.23760 7.70336 7.25778
C 9.51917 10.26632 7.69033
C 6.02106 6.81053 14.22745
C 6.65602 9.18230 15.31435
C 6.29539 7.66581 15.53403
C 11.82315 10.39665 12.53124
C 8.59894 10.61785 9.87673
C 12.66454 6.84671 6.64108
C 12.56344 8.24621 7.32421
H 11.10594 5.62419 8.48487
H 8.66325 9.61108 18.09079
H 7.71706 10.68413 6.67651
H 9.56542 5.72223 7.62858
H 13.52447 8.59432 7.66559
H 5.36080 7.53776 16.05447
H 12.13395 7.66131 9.36792
H 13.31976 8.86161 12.40281
H 5.86762 6.73196 9.22140
H 7.78724 6.15887 16.11445
H 13.23959 6.90134 5.67736
H 11.31740 8.94749 13.96024
H 9.48696 11.17507 10.20313
H 10.51571 10.77752 7.87203
H 6.59673 7.56190 18.22078
H 7.90022 4.46890 8.91134
H 8.30257 7.27795 18.36307
H 11.46066 9.18156 8.87471
H 5.91992 9.79187 15.88352
H 11.64900 13.06520 10.40729
H 8.07518 7.97662 6.61602
H 10.45432 12.02298 12.37073
H 6.58518 11.02984 9.20084
H 6.10569 4.40493 8.89202
H 8.08805 5.13671 6.59935
H 13.29228 6.22557 7.31006
H 8.76035 13.03405 8.24233
H 8.24613 10.06577 10.72281
H 7.15500 12.79982 7.60241
H 10.09714 10.00941 13.51386
H 9.78101 9.51611 6.92409
H 6.58648 4.39084 6.51732
H 9.01359 11.82917 6.23566
H 11.36724 5.16796 6.05928
H 5.41794 6.52323 6.86112
H 10.77856 6.76601 5.64041
H 12.21288 8.99287 6.63658
H 6.49725 6.71024 5.52019
H 7.30783 12.26956 10.19843
H 6.94007 9.85390 17.85649
H 14.49305 9.95942 10.58672
H 6.53108 8.55366 7.25671
H 8.64582 10.03961 15.59596
H 7.20724 6.30066 10.25291



Entry 2:
78
Properties=species:S:1:pos:R:3 method="wB97M-V/def2-TZVPD" homo_lumo_gap_ha=0.2722 molar_mass_g_mol=475.1 total_charge=+1 e_tot_ha=-1797.1846
Cl -4.32292 -1.13689 3.81847
O 3.29802 4.18923 1.63573
O 1.03591 8.86158 2.67030
N -6.12134 -2.61900 -0.26712
C -5.97531 -1.36628 -0.72578
C 6.09318 -3.76694 -1.15458
C 1.55981 7.79626 2.43531
C 5.71837 -1.25532 -1.44172
C 3.18301 1.40798 -0.27040
C 5.06386 -2.62337 -1.24496
C 0.67708 1.20349 -0.63073
C 2.78863 5.26359 1.87544
C 6.28924 -4.34526 0.24609
C 4.72570 -0.11056 -1.63448
C -5.14304 0.32864 -2.35270
C -5.22670 -1.29125 2.31029
C -5.64209 -3.66526 -0.95556
C 1.79915 1.46993 0.37863
C -4.25638 1.14528 -1.40113
C -4.80866 -2.18141 -2.60475
C -6.80997 -2.85347 1.02116
C -5.92033 -2.64066 2.24393
C -5.31395 -1.09404 -1.89808
C -0.62219 0.65132 -0.01221
C -1.91213 1.36791 -0.44091
C 1.83453 7.36389 1.03999
C 4.99772 -4.81304 0.92101
C -4.97955 -3.46996 -2.13052
C 3.65190 -0.02117 -0.54117
C 2.52002 5.69590 3.26935
C -2.99134 0.41257 -0.93894
C 1.94996 6.86920 3.52918
C 2.40468 6.19053 0.78150
H -4.28118 -2.00167 -3.53171
H -3.24806 -0.29087 -0.14185
H 4.32890 -5.26023 0.18329
H -7.70758 -2.24029 1.05165
H -4.83031 1.47448 -0.53103
H -4.69466 0.31823 -3.34478
H -1.69613 2.07418 -1.24513
H 1.03978 0.51384 -1.39598
H 3.89839 1.88162 0.40148
H 6.81107 -3.62106 0.87596
H 6.95972 -5.20351 0.16290
H -6.56492 -2.73735 3.11739
H 7.05472 -3.38748 -1.50782
H 2.80414 -0.65652 -0.81050
H -5.17502 -3.43460 2.30213
H 2.81340 5.00361 4.04818
H 4.24165 -0.22463 -2.60785
H -7.12671 -3.89367 1.00884
H -4.60230 -4.31996 -2.67772
H 0.45830 2.14183 -1.14460
H 3.16682 1.98358 -1.19983
H -5.79396 -4.65020 -0.54209
H -0.71489 -0.41023 -0.25478
H 5.81033 -4.57235 -1.83473
H 4.46421 -3.98778 1.38966
H 2.61728 5.85311 -0.22521
H 1.76222 0.74794 1.19756
H -3.95240 2.05890 -1.91349
H -0.52297 0.69616 1.07363
H -5.94529 -0.47258 2.26124
H 6.36689 -1.31428 -2.31771
H 6.33266 -1.04075 -0.56268
H 4.47576 -2.59346 -0.32832
H 1.54529 8.05774 0.26103
H 5.27511 0.83288 -1.64057
H -6.40831 -0.58318 -0.12070
H 5.21291 -5.55856 1.68421
H 4.05677 -0.43044 0.38890
H 4.36913 -2.81140 -2.06684
H 1.74247 7.20770 4.53622
H 1.66516 2.47013 0.78959
H -2.58758 -0.16439 -1.77786
H -4.51502 -1.15938 1.49687
H -2.32293 1.95059 0.38688
H -6.12777 0.79088 -2.42446



Entry 3:
86
Properties=species:S:1:pos:R:3 method="wB97M-V/def2-TZVPD" homo_lumo_gap_ha=0.1064 molar_mass_g_mol=713.5 total_charge=-1 e_tot_ha=-4391.3176
Ag 0.07847 -0.13574 0.24530
Br -1.28853 1.30711 -6.33917
F -5.31232 -8.25231 -2.28182
N 1.35700 -0.85653 3.79488
N 3.26368 2.66096 -0.03569
N 1.79686 -0.09773 1.56018
N -2.33444 -0.43906 0.78615
N 5.15307 2.72536 -1.54695
N 3.68659 4.43100 -1.45112
N -3.17245 3.76979 2.10534
N 2.30646 -2.27109 2.33506
C -4.17101 1.13896 1.27208
C 5.82087 1.46280 -1.21355
C 2.22397 -3.01412 3.55747
C 3.95404 3.17492 -0.95635
C -3.04392 0.23004 1.87191
C -0.66584 0.18960 -1.81378
C -1.14850 0.82553 -4.50826
C 2.27085 1.27339 1.64709
C 2.47203 5.13941 -1.18666
C 5.62515 3.72174 -2.44209
C -4.48808 -7.19919 -2.41027
C -4.86006 1.96178 2.31638
C -2.79621 -3.46461 -2.31084
C -4.61006 -6.40644 -3.53787
C -3.87781 2.96629 3.07385
C 4.46084 4.65681 -2.69849
C -3.37014 -4.73585 -2.30658
C -3.83663 -6.80965 -1.18844
C -0.48318 -0.76990 -2.75778
C -3.98320 -5.16729 -3.49548
C -1.26746 1.80922 -3.51679
C 3.44125 1.49735 0.75713
C -0.75972 -0.47256 -4.10410
C -1.11428 1.43549 -2.17450
C 0.72516 0.36660 4.30358
C 1.82864 -0.97262 2.52470
C 1.42833 -2.09412 4.49718
C -3.29754 -5.55429 -1.15388
C 2.76079 -2.99708 1.14377
H -4.93360 0.43762 0.79946
H -2.23664 -1.46390 1.00525
H 1.45745 1.90739 1.27284
H 0.43925 -2.55018 4.87316
H 1.92668 -3.66358 0.88308
H -1.42969 2.85306 -3.69965
H 1.61725 4.80981 -1.75415
H 2.24202 5.08492 -0.08827
H 6.43590 4.32092 -2.00464
H -3.90161 4.21560 1.50410
H 2.44963 1.60873 2.68847
H -2.39850 -3.00014 -1.40523
H -2.54969 4.46612 2.50808
H -3.74300 -7.56383 -0.35719
H 1.64535 -3.96822 3.47545
H 1.97611 -1.83842 5.41765
H -5.33910 -6.68346 -4.34725
H 1.38595 1.01503 4.91509
H 4.70435 5.69829 -2.89164
H -2.87632 -0.41051 -0.11516
H -2.76716 -2.92994 -3.25537
H 5.98578 3.24645 -3.31675
H -3.64353 1.68681 0.49656
H 0.44367 0.94684 3.38389
H -4.46029 3.50181 3.79677
H -0.23926 0.10467 4.90952
H 5.77060 1.19252 -0.16798
H -0.76709 -1.25715 -4.87872
H -0.21896 -1.78524 -2.47495
H 2.63680 6.17036 -1.50197
H 3.26786 -3.31229 3.83690
H -2.41179 0.83560 2.48647
H 3.73215 -3.45273 1.35736
H -3.16386 2.37043 3.59530
H 2.88734 -2.29886 0.29400
H 3.87660 4.41046 -3.64069
H -3.97488 -4.49913 -4.34270
H 4.24416 1.68553 1.50611
H -3.40948 -0.53783 2.55112
H -5.23891 1.28700 3.05910
H -1.39736 2.17845 -1.38198
H -5.73642 2.52814 1.92961
H 5.24909 0.64791 -1.70293
H 3.75298 0.62022 0.17906
H -2.93659 -5.06891 -0.23991
H 6.87406 1.41966 -1.51886



Entry 4:
100
Properties=species:S:1:pos:R:3 method="wB97M-V/def2-TZVPD" homo_lumo_gap_ha="0.2933 / 0.3150" molar_mass_g_mol=853.0 e_above_lowest_ev=8.0145 spin_multiplicity=3 total_charge=0 s2=2.01 e_tot_ha=-3911.2915
Cl 0.20010 1.77978 8.47174
Cl -2.91351 -1.31554 7.11777
F 4.04103 4.57999 5.75425
F 2.51355 6.71007 0.10537
F 4.24955 5.43120 2.39962
F 4.10896 6.70090 4.40253
F 0.47491 4.36255 2.39489
F 2.47903 4.33126 0.32804
F 0.53169 5.49038 -0.40832
F -0.19002 6.58855 1.87665
F 1.94371 3.86575 4.87993
F 5.53626 3.16973 3.76252
F 3.45850 2.60263 2.49202
F 1.03043 6.59867 4.39440
F 2.28616 7.82436 2.80201
O 2.02432 -0.19566 6.87698
O -2.12358 -1.03250 -4.55975
O 0.46538 -2.20358 7.02283
O -0.60713 -2.10694 1.23943
O 1.84939 -1.75856 4.82092
N 0.08092 -2.47072 0.06795
N -2.74651 -1.71359 -5.62098
C -4.80074 -1.51415 -4.09995
C 0.69597 -4.54189 1.42335
C -0.64897 -0.13138 -0.68567
C -2.41569 0.10564 -7.36899
C 0.49306 -1.20363 -0.62907
C -0.49572 0.13722 7.96376
C 1.93507 6.40724 3.19825
C 4.04131 3.01687 3.78869
C 1.68896 5.57195 0.56048
C -5.00431 -2.50173 -6.34494
C -4.21839 -1.41363 -5.55182
C 3.77017 1.73528 4.82946
C 1.72852 -0.52321 0.04067
C -4.56798 0.01020 -6.08886
C -1.85547 0.24936 7.05106
C 2.51822 0.77714 4.30821
C -2.04025 -1.32026 -6.88868
C 2.38147 -2.68126 1.13461
C 1.70503 -4.18482 -0.77739
C 0.78908 -1.51255 -2.12828
C -3.92224 0.33475 -7.42458
C 3.34544 5.68886 3.57625
C -0.48462 -1.40589 -6.75868
C -2.36496 -2.33278 -8.02129
C -1.55887 0.68241 5.48587
C 3.28033 4.33452 4.47141
C 1.18696 -3.40872 0.46467
C 1.02829 5.70856 2.04453
C 2.87066 -1.48117 0.33101
B 0.71516 -0.76519 7.25621
B 1.09529 -2.62034 5.75247
B 2.13250 -0.42483 5.39705
H -5.89327 -1.40829 -4.11097
H -5.53629 -2.08444 -7.20568
H -0.34880 0.72419 -1.30443
H -1.56579 -0.54862 -1.12054
H -4.42598 -0.72534 -3.43771
H -4.36149 -3.30990 -6.70323
H 1.83537 -1.32772 -2.39116
H -4.37480 -0.26415 -8.22076
H -4.24366 0.76213 -5.35557
H 2.38278 -4.99513 -0.48158
H -0.16502 -5.07176 0.99837
H 2.08990 0.29691 -0.59051
H 0.87603 -4.64669 -1.32718
H 1.00607 -3.77257 5.45459
H -2.51588 1.12558 7.52075
H -1.18569 -0.20910 4.82295
H 1.54478 1.44237 4.15653
H 1.41618 -0.05965 0.98718
H 0.17787 -0.90569 -2.80756
H -1.99128 0.29461 -8.36384
H -1.97061 0.85613 -6.70267
H 0.41328 -4.16516 2.41249
H -2.19009 -3.36360 -7.69011
H -4.12165 1.38207 -7.67589
H -0.17320 -2.39424 -6.39971
H 3.21822 -3.37784 1.27669
H -0.89432 0.27859 0.30072
H -5.65544 0.12067 -6.17137
H -1.72402 -2.16523 -8.89569
H -4.56697 -2.48402 -3.64336
H -2.53034 1.11189 4.95449
H 4.75270 1.06733 4.85237
H 3.54099 2.07605 5.92481
H 2.27431 -3.56307 -1.47149
H 3.33990 -1.80678 -0.60236
H -3.39047 -2.25870 -8.38905
H -0.07532 -0.64943 -6.08010
H 1.48567 -5.28361 1.59376
H -0.78250 1.57988 5.51064
H 3.64616 -0.95541 0.89845
H 2.83555 0.23039 3.29679
H -5.75195 -3.01120 -5.72467
H -0.76482 -0.44924 8.96684
H 2.09829 -2.33971 2.13884
H 0.54767 -2.54264 -2.40281
H 0.00151 -1.24117 -7.72788



Entry 5:
83
Properties=species:S:1:pos:R:3 method="wB97M-V/def2-TZVPD" homo_lumo_gap_ha="0.2783 / 0.1281" molar_mass_g_mol=674.2 e_above_lowest_ev=0.0000 spin_multiplicity=2 total_charge=+2 s2=0.76 e_tot_ha=-6591.7279
Br 4.26087 5.84807 -2.19646
Cu -0.34925 0.42104 -1.42450
S -1.43303 0.24171 0.76266
P 1.63877 -0.13259 -1.16499
P -1.21559 -1.99866 -1.71346
N -5.30628 1.40377 -3.80342
N 0.56217 1.81077 1.87456
N -0.37955 0.42868 3.23825
C -2.93626 1.00298 -3.85973
C -4.00398 -1.65973 -1.42640
C 2.72622 1.15421 -0.47185
C 1.22255 1.92944 3.08563
C -0.27866 1.79623 -2.78880
C -1.48022 1.83986 -1.98804
C 1.77976 4.73492 -1.54852
C -1.34316 -3.05316 -0.19438
C -0.39453 0.83754 1.94532
C 0.61402 1.07751 3.94682
C -0.32798 -3.09799 -2.90394
C 2.85882 4.70559 -2.45022
C -4.21785 0.96367 -4.42844
C 1.84510 -1.58251 -0.06259
C -2.91797 -2.09247 -2.40358
C 1.75120 2.95632 -3.69452
C 3.49432 -1.11549 -3.23716
C 0.72992 3.82247 -1.66786
C 2.83160 3.81585 -3.53954
C -3.97080 1.91146 -1.87290
C 2.12765 -0.51760 -2.90418
C 0.74529 2.86276 -2.71015
C 4.13162 1.27143 -1.04845
C -5.18870 1.90287 -2.57153
C -1.97222 -4.42979 -0.40094
C -0.45845 -2.60148 -4.34509
C -1.26938 -0.59303 3.77463
C 2.78874 -1.57040 1.14814
C -2.79616 1.54610 -2.56519
H -1.36698 -3.00168 -4.81533
H -4.98230 -1.98988 -1.80131
H -3.87045 -2.08505 -0.42398
H 1.67589 2.34449 -4.58882
H 0.77271 2.33099 1.03061
H -3.08685 -3.12308 -2.75070
H 1.76460 5.45042 -0.72833
H -4.33819 0.55155 -5.42877
H -0.33041 1.30813 -3.77111
H 1.34132 -1.19401 -3.28813
H 2.00352 0.42727 -3.45629
H -0.73615 -4.11314 -2.79937
H -1.37068 -5.04480 -1.08102
H 3.66432 -2.19593 0.93171
H 3.64007 -2.08842 -2.74857
H -2.09403 0.64902 -4.44855
H -0.32796 -3.18193 0.20779
H 3.63695 3.80460 -4.25906
H 4.31913 -0.44112 -2.97966
H 2.29141 -2.00565 2.02600
H 0.82693 -1.72977 0.32802
H -6.08484 2.29596 -2.10347
H 3.13496 -0.57645 1.43278
H 4.13083 1.23406 -2.14063
H -1.99356 -4.94051 0.56973
H 0.78936 0.86375 4.98436
H 2.18930 2.10966 -0.59533
H 4.56722 2.23502 -0.76917
H 0.40161 -2.93344 -4.94236
H -3.00220 -4.38128 -0.77636
H -0.51364 -1.50456 -4.40427
H 4.80098 0.49719 -0.64995
H -2.94290 -1.45182 -3.29871
H -1.89892 -2.45686 0.54587
H 3.54819 -1.27351 -4.32411
H -1.03432 -0.72930 4.83235
H -4.03834 -0.56538 -1.34390
H -0.10920 3.89830 -0.96840
H 2.09106 -2.45062 -0.69761
H 0.72310 -3.14248 -2.57792
H 2.80055 0.97236 0.60779
H -2.31749 -0.29939 3.64564
H -1.10697 -1.53979 3.25198
H -1.54481 2.54392 -1.15248
H -3.93376 2.24492 -0.83465
H 2.05735 2.59871 3.22732